DFT (wB97M-V/def2-TZVPD) results for a structure of composition C18H24F6N7O5RuS3Se.

The geometry in XYZ format:
```
65
Properties=species:S:1:pos:R:3
Ru 0.267 0.297 0.232
C -3.213 -1.166 2.240
C -1.919 -0.979 1.520
N -1.423 0.196 1.254
N -2.142 1.290 1.633
C -1.547 2.417 1.285
N -2.210 3.551 1.610
S 0.012 2.588 0.542
C -1.139 -2.092 0.986
C -1.500 -3.433 1.111
C -0.700 -4.405 0.538
C 0.450 -4.030 -0.147
C 0.755 -2.687 -0.240
N -0.017 -1.745 0.311
H -3.358 -0.352 2.946
H -3.236 -2.113 2.777
H -4.052 -1.146 1.539
H -3.178 3.468 1.868
H -1.905 4.407 1.180
H -2.405 -3.701 1.635
H -0.974 -5.449 0.618
H 1.094 -4.764 -0.611
H 1.628 -2.321 -0.766
F 2.599 3.000 -1.216
C 3.010 2.245 -2.229
F 4.250 1.828 -1.976
F 3.019 2.974 -3.339
S 1.939 0.764 -2.443
O 1.994 0.091 -1.120
O 2.523 0.004 -3.504
N 0.591 1.482 -2.655
S -0.792 0.771 -2.969
O -1.705 0.996 -1.881
O -1.262 1.069 -4.286
C -0.543 4.128 -4.144
F 0.155 5.014 -3.452
F -0.175 4.126 -5.411
F -1.839 4.354 -4.026
C -0.253 -2.836 -4.060
C -1.194 -1.745 -3.600
C -2.272 -2.234 -2.653
O -0.360 -0.770 -2.915
H -0.805 -3.582 -4.631
H 0.205 -3.326 -3.198
H 0.540 -2.422 -4.682
H -1.639 -1.243 -4.460
H -1.817 -2.747 -1.803
H -2.930 -2.936 -3.168
H -2.867 -1.399 -2.282
C 1.147 -2.904 3.376
N 0.487 -1.690 3.827
C -0.501 -1.628 4.790
C -0.746 -0.321 5.017
N 0.097 0.399 4.201
C 0.242 1.849 4.196
C 0.850 -0.441 3.465
Se 2.083 0.035 2.154
H 0.515 -3.753 3.627
H 2.115 -3.006 3.864
H 1.301 -2.859 2.301
H -0.937 -2.512 5.218
H -1.445 0.159 5.679
H -0.465 2.263 4.909
H 0.055 2.244 3.201
H 1.260 2.108 4.483
```

Properties
E = -156461.74753 eV
Spin multiplicity = 2
Energy relative to the best compared isomer or geometry (same formula, charge and spin) = 21.2 kcal per mole
Lowest unoccupied orbital energy (alpha / beta) = -0.62 / -0.62 eV